The following is a quantum chemistry calculation of an isolated molecule of C6H10O, from the OMol25 dataset.

Properties
Gap between HOMO and LUMO (eV): 9.10
Spin multiplicity: 1
Relative energy (zero: lowest compared OMol25 entry of this formula, charge and spin) (kcal/mol): 43.7

```
17
Properties=species:S:1:pos:R:3:forces:R:3
C -0.57901 -0.31358 1.79637 0.0 0.0 0.0
C -0.09255 0.10421 0.42171 0.1 -0.1 0.0
C 1.28401 0.77246 0.43528 0.1 -0.1 0.1
C -0.98579 1.22807 -1.43514 0.0 -0.4 0.3
C -0.32488 -0.07476 -1.91103 -0.1 0.1 -0.1
C -0.23464 -0.95322 -0.66109 0.0 0.0 0.0
O -0.96439 1.18107 -0.12888 -0.2 0.2 -0.4
H -1.57270 -0.77111 1.74862 0.1 0.1 -0.1
H -0.61749 0.53626 2.48395 0.0 -0.1 -0.1
H 0.11304 -1.05461 2.21355 -0.1 0.1 -0.1
H 2.09723 0.04435 0.49006 -0.1 0.0 0.1
H 1.36364 1.47233 1.27158 0.0 -0.1 0.0
H 1.40622 1.35788 -0.47800 0.1 -0.1 0.1
H 0.65808 0.12266 -2.36271 -0.2 0.2 0.1
H -0.95175 -0.47464 -2.71205 0.1 0.0 0.1
H -1.17805 -1.49537 -0.52095 0.2 0.1 0.1
H 0.57905 -1.68199 -0.65127 0.0 0.2 -0.1
```
Positions in Å, forces in eV/Å.